ORCA calculation (ωB97M-V with the def2-TZVPD basis set) on C28H20Cl2FN2ORh as an isolated structure.

Energy   -2394.5557 a.u.
HOMO energy   -7.323 eV
LUMO energy   -0.0227 Ha
Orbital gap   6.704 eV

The geometry in XYZ format:
```
55
Properties=species:S:1:pos:R:3:forces:R:3
Rh 0.523355 -0.840334 0.303360 -0.32 0.04 -0.11
Cl 2.512691 0.098682 4.763675 0.01 0.00 -0.01
C 3.329706 -0.150231 3.261843 -0.01 0.02 0.07
C 4.729906 -0.078925 3.222355 -0.04 0.00 0.04
C 5.412604 -0.261111 2.054005 0.00 -0.01 -0.08
Cl 7.147288 -0.160504 2.042733 -0.01 0.00 -0.01
C 4.713583 -0.525731 0.854470 0.11 -0.01 -0.09
C 5.311207 -0.713191 -0.414602 -0.08 0.00 0.02
C 4.525107 -0.954690 -1.507189 0.07 0.01 0.09
C 3.130626 -1.017025 -1.350791 -0.06 -0.02 0.08
N 2.548135 -0.850605 -0.185675 -0.03 -0.01 -0.01
C 3.308296 -0.602355 0.920852 0.11 0.01 -0.15
C 2.578383 -0.415199 2.128647 -0.02 0.02 0.08
O 1.277159 -0.498410 2.124831 -0.10 -0.13 -0.11
H 5.267470 0.127018 4.137386 0.00 0.00 0.01
H 6.387416 -0.658959 -0.504922 0.00 0.00 0.00
H 4.956272 -1.098059 -2.487357 0.00 0.00 0.00
H 2.476737 -1.210294 -2.190760 -0.03 0.00 -0.05
F -2.918783 2.816631 -3.867752 -0.09 0.03 -0.10
C -2.064103 2.435365 -2.899049 0.09 -0.04 0.14
C -0.856290 1.871365 -3.262446 -0.07 -0.03 0.03
C 0.006222 1.466409 -2.256806 -0.02 0.14 -0.06
C -0.318259 1.636189 -0.909880 -0.22 0.00 -0.19
C 0.616886 1.199431 0.133876 0.12 -0.40 -0.05
C -1.549812 2.208992 -0.588406 0.00 0.02 0.02
C -2.431280 2.610663 -1.578444 0.05 0.07 -0.08
H -0.612155 1.749278 -4.309205 0.00 0.01 0.01
H 0.966430 1.038368 -2.519339 0.01 -0.05 -0.01
H 0.368104 1.574839 1.120290 0.01 0.06 0.08
H 1.648108 1.442948 -0.130075 -0.04 -0.01 0.13
H -1.816407 2.348543 0.452788 0.00 -0.05 0.00
H -3.386240 3.058852 -1.339058 -0.01 0.00 -0.01
C -4.097667 0.648276 3.378775 0.04 0.04 0.03
C -4.568056 -0.199340 2.388583 -0.04 -0.05 -0.06
C -3.695083 -0.807179 1.498867 -0.01 0.01 0.10
C -2.321799 -0.565589 1.580919 0.18 0.04 -0.23
C -1.848414 0.277608 2.592609 -0.05 -0.15 -0.09
C -2.729917 0.873161 3.477845 -0.04 0.00 0.01
N -1.413324 -1.192310 0.713673 -0.03 -0.15 -0.13
C -1.691111 -1.424829 -0.623397 0.05 0.30 0.19
C -0.798032 -2.293896 -1.302808 0.04 0.16 0.22
C -0.827144 -2.396203 -2.711388 0.05 -0.03 0.21
C -1.756651 -1.701084 -3.434231 -0.09 0.07 -0.01
C -2.698127 -0.897019 -2.758995 0.09 -0.03 -0.10
C -2.670744 -0.744260 -1.401533 0.21 -0.07 0.15
H -4.783996 1.117510 4.070922 0.00 0.00 0.00
H -5.628987 -0.400561 2.306021 -0.01 0.00 0.01
H -4.076561 -1.484593 0.747088 -0.02 -0.04 0.02
H -0.783689 0.426341 2.687490 0.09 0.02 0.03
H -2.342260 1.518004 4.256613 0.00 0.00 0.00
H -0.283434 -3.062744 -0.730792 0.11 0.15 0.04
H -0.147826 -3.081296 -3.204184 0.01 0.02 0.01
H -1.800231 -1.793727 -4.511276 0.00 0.00 0.00
H -3.447953 -0.367934 -3.333722 -0.01 0.01 -0.01
H -3.377341 -0.096311 -0.906419 0.01 0.02 -0.04
```
Positions in Å, forces in eV/Å.